Entry 1:
A structure of composition C20H44ClN3P2Y in a non-equilibrium geometry. Source: OMol25; level of theory: ωB97M-V/def2-TZVPD.

Multiplicity: 1
Largest force on an atom, eV/Å: 3.5
HOMO, eV: -3.578
LUMO energy, eV: 2.79
Molecular weight, g/mol: 512.900
Charge: -1
HOMO-LUMO gap, eV: 6.4
Energy above the lowest of the compared OMol25 structures with the same formula, charge and spin, kcal per mole: 13.85

Each line ends with the Löwdin charge.
Cartesian coordinates (Å):
Y (0.010, -0.006, -0.251)  0.566
Cl (-0.083, 0.064, -2.833)  -0.087
P (-0.384, -2.664, -0.443)  0.927
P (0.372, 2.681, -0.388)  0.926
N (-0.036, 0.988, 6.512)  0.052
N (0.109, -0.131, 2.147)  0.025
N (0.022, -0.603, 4.576)  0.054
C (3.170, 1.908, -0.443)  -0.178
C (0.244, 3.588, 1.185)  -0.553
C (1.391, 3.253, 2.154)  -0.113
C (-1.130, 3.280, 1.835)  -0.118
C (-1.151, -3.403, 2.147)  -0.113
C (0.688, -3.242, -1.832)  -0.543
C (-3.177, -1.932, -0.161)  -0.178
C (-0.957, 4.816, -1.458)  -0.146
C (1.336, -3.338, 1.593)  -0.120
C (-0.086, -3.649, 1.062)  -0.546
C (-2.540, -4.097, -1.358)  -0.141
C (-0.008, 0.263, 5.581)  -0.413
C (2.047, 2.674, -1.191)  -0.542
C (-2.239, 2.642, -1.627)  -0.181
C (2.432, 4.132, -1.468)  -0.142
C (2.087, -2.586, -1.942)  -0.182
C (0.810, -4.762, -1.738)  -0.147
C (0.089, -0.282, 3.343)  -0.352
C (-2.135, -2.648, -1.059)  -0.541
C (-0.840, 3.303, -1.633)  -0.545
H (3.725, 1.287, -1.167)  0.072
H (3.873, 2.606, 0.041)  0.062
H (-2.297, -4.748, -0.505)  0.066
H (1.476, -3.821, 2.571)  0.076
H (-2.047, -2.061, -1.998)  0.080
H (-2.964, 3.276, -2.167)  0.071
H (-0.375, 3.050, -2.603)  0.090
H (1.823, 4.578, -2.261)  0.063
H (2.773, -3.232, -2.519)  0.070
H (-0.808, -3.833, 3.100)  0.079
H (-1.111, 3.563, 2.898)  0.077
H (2.375, 3.559, 1.779)  0.063
H (2.131, -3.699, 0.928)  0.060
H (-2.218, 1.672, -2.136)  0.001
H (-0.132, -5.259, -1.482)  0.046
H (-1.937, 0.352, -0.307)  -0.098
H (-3.883, -1.384, -0.807)  0.075
H (0.006, 5.308, -1.287)  0.047
H (1.511, -2.263, 1.751)  0.044
H (1.145, -5.168, -2.701)  0.076
H (-2.628, 2.490, -0.612)  0.034
H (1.552, -5.026, -0.974)  0.073
H (-2.767, -1.174, 0.528)  -0.010
H (2.827, 1.217, 0.344)  -0.003
H (-2.038, -4.490, -2.248)  0.064
H (-2.120, -3.855, 1.903)  0.064
H (0.298, 4.664, 0.936)  0.093
H (-3.624, -4.171, -1.523)  0.072
H (1.217, 3.780, 3.103)  0.079
H (0.127, -2.944, -2.737)  0.090
H (-1.950, 3.834, 1.359)  0.062
H (-1.400, 5.259, -2.359)  0.076
H (2.314, 4.739, -0.557)  0.068
H (1.935, -0.379, -0.425)  -0.101
H (1.845, 2.131, -2.137)  0.072
H (3.486, 4.205, -1.772)  0.072
H (2.555, -2.416, -0.965)  0.023
H (-3.733, -2.654, 0.458)  0.062
H (1.433, 2.180, 2.386)  0.056
H (-1.321, -2.336, 2.338)  0.051
H (-1.397, 2.212, 1.813)  0.046
H (2.026, -1.622, -2.460)  0.005
H (-0.133, -4.713, 0.766)  0.091
H (-1.609, 5.040, -0.603)  0.071

=====

Entry 2:
A cluster of 4 separate species, C20H44N2O9 in total. Source: OMol25; level of theory: ωB97M-V/def2-TZVPD.

Multiplicity: 1
Largest force on an atom, eV/Å: 0.7
HOMO, eV: -9.259
LUMO energy, eV: 0.59
Molecular weight, g/mol: 456.577
HOMO-LUMO gap, eV: 9.8
Energy above the lowest of the compared OMol25 structures with the same formula, charge and spin, kcal per mole: 0.00

Each line ends with the Löwdin charge.
Cartesian coordinates (Å):
O (-3.207, -0.703, -10.274)  -0.063
O (0.351, 1.042, 3.185)  0.041
O (-0.769, -0.819, 2.597)  0.179
O (2.886, -3.026, 4.620)  -0.059
O (-0.679, -1.610, -1.560)  -0.190
O (1.478, 2.953, 9.016)  -0.064
O (-1.150, -2.610, -5.307)  -0.064
O (-0.393, 2.303, 6.067)  0.122
O (2.145, 2.737, 3.915)  0.143
N (0.749, 0.993, 4.551)  0.043
N (1.494, -0.681, 2.076)  -0.053
C (-1.742, -1.406, -5.805)  -0.492
C (-3.089, -1.161, -5.143)  -0.055
C (1.277, -1.953, -0.145)  -0.152
C (-2.308, -1.107, -11.307)  -0.501
C (1.817, 1.956, 4.763)  -0.439
C (-1.322, -2.809, -1.938)  -0.114
C (-0.960, -0.423, -11.144)  -0.058
C (-1.538, 0.338, 5.339)  0.021
C (1.961, -1.940, 2.650)  -0.169
C (2.464, 1.826, 6.104)  0.011
C (0.278, -0.238, 2.647)  -0.466
C (-2.912, -0.842, -12.678)  -0.064
C (0.779, 4.715, 10.526)  -0.062
C (0.737, -1.686, -1.562)  -0.223
C (-0.406, 1.313, 5.376)  -0.404
C (-1.859, -1.451, -7.319)  -0.068
C (2.701, 5.043, 8.933)  -0.063
C (1.939, 4.053, 9.800)  -0.498
C (2.287, -1.828, 4.136)  -0.238
C (1.439, -0.625, 0.597)  -0.146
H (0.251, 3.989, 11.145)  0.078
H (-3.530, -0.223, -5.484)  0.081
H (-0.251, -0.759, -11.902)  0.081
H (2.336, -0.109, 0.239)  0.128
H (-1.331, -3.550, -1.127)  0.086
H (-0.880, -1.623, -7.770)  0.076
H (0.554, -2.598, 0.357)  0.115
H (-1.728, -3.342, -5.548)  0.088
H (-2.360, -2.566, -2.173)  0.081
H (1.079, -2.454, -2.261)  0.119
H (-2.188, -2.183, -11.168)  0.137
H (-1.196, -0.685, 5.190)  0.081
H (-0.862, -3.238, -2.833)  0.072
H (-3.873, -1.346, -12.776)  0.079
H (2.619, 3.612, 10.530)  0.137
H (-3.079, 0.230, -12.816)  0.081
H (1.364, -1.675, 4.705)  0.111
H (3.096, 5.868, 9.528)  0.078
H (2.786, 2.822, 6.411)  0.087
H (-0.541, -0.631, -10.159)  0.065
H (-1.072, 0.661, -11.239)  0.083
H (3.105, -3.601, 3.879)  0.077
H (2.876, -2.236, 2.127)  0.134
H (-2.116, 0.441, 6.256)  0.095
H (2.241, -2.460, -0.243)  0.113
H (1.203, -2.731, 2.541)  0.129
H (-1.050, -0.614, -5.515)  0.138
H (2.043, 5.460, 8.166)  0.084
H (-3.783, -1.971, -5.385)  0.084
H (-2.981, -1.120, -4.059)  0.066
H (-3.344, 0.247, -10.361)  0.088
H (-2.169, 0.580, 4.478)  0.100
H (-2.516, -2.267, -7.630)  0.085
H (3.349, 1.189, 6.036)  0.096
H (1.800, 1.426, 6.868)  0.075
H (-2.268, -0.525, -7.718)  0.072
H (0.065, 5.124, 9.805)  0.082
H (1.124, 5.531, 11.163)  0.079
H (-2.253, -1.189, -13.475)  0.079
H (0.868, 3.298, 8.353)  0.075
H (1.084, -0.705, -1.907)  0.125
H (0.586, 0.002, 0.316)  0.132
H (3.533, 4.550, 8.429)  0.075
H (2.963, -0.984, 4.311)  0.116

=====

Entry 3:
A structure of composition C20H45AlB3Br5CaCl2CsO12P in a non-equilibrium geometry. Source: OMol25; level of theory: ωB97M-V/def2-TZVPD.

Multiplicity: 1
Largest force on an atom, eV/Å: 6.6
HOMO, eV: -9.957
LUMO energy, eV: -8.61
Molecular weight, g/mol: 1211.369
Charge: +2
HOMO-LUMO gap, eV: 1.3

Each line ends with the Löwdin charge.
Cartesian coordinates (Å):
Cs (-2.334, 0.169, -6.161)  1.214
Br (-3.647, 11.724, -0.192)  0.599
Br (-6.763, 10.095, 0.931)  0.600
Br (-3.792, 6.822, -1.679)  0.691
Br (-2.545, 8.002, 1.048)  0.630
Br (-0.944, 5.753, -0.615)  0.599
Ca (2.766, -1.187, -0.831)  1.284
Cl (0.666, 6.521, -2.301)  -0.031
Cl (-4.134, 6.762, -5.761)  0.617
P (3.762, -3.709, 1.064)  1.018
Al (-6.334, -3.781, 1.460)  1.114
O (-5.101, 5.748, -5.388)  -0.411
O (1.900, -3.142, 3.375)  0.116
O (1.754, -1.169, 5.044)  0.134
O (11.308, -4.626, 0.880)  0.007
O (1.485, -1.760, 1.302)  -0.068
O (-2.929, 6.594, -4.973)  -0.437
O (6.863, -6.223, 1.402)  -0.003
O (11.994, -2.890, -0.134)  0.110
O (-0.124, -1.614, 3.243)  0.199
O (10.509, -2.567, 1.465)  0.060
O (-3.813, 6.629, -7.169)  -0.373
O (-4.693, 8.077, -5.515)  -0.362
C (7.076, -5.105, 2.078)  -0.422
C (-2.590, 3.360, -4.108)  -0.072
C (-5.278, 10.803, 1.979)  -0.704
C (-2.954, 2.211, -1.209)  -0.202
C (2.529, -6.161, 2.274)  -0.154
C (-1.244, 0.454, -0.512)  -0.116
C (-3.402, 1.544, -2.515)  -0.206
C (-1.510, 1.925, -0.789)  -0.263
C (-2.932, -4.802, -0.441)  -0.101
C (3.680, -3.213, -0.809)  -0.443
C (11.204, -3.377, 0.813)  -0.816
C (-4.746, 12.084, 1.378)  -0.689
C (-2.690, 6.452, -0.119)  -1.521
C (3.501, -5.602, 1.063)  -0.386
C (-3.497, -3.957, 0.845)  -0.454
C (-2.558, 1.883, -3.746)  -0.424
C (-2.529, -2.677, 1.283)  -0.147
C (-3.667, -5.013, 2.098)  -0.151
C (8.601, -4.930, 2.186)  -0.006
C (-0.949, -2.877, 0.895)  -0.070
B (1.171, -1.948, 3.934)  -0.405
B (0.114, -2.061, 1.847)  -0.397
B (2.323, -2.821, 1.966)  -0.570
H (-4.443, 1.829, -2.708)  0.128
H (-4.080, 12.590, 2.082)  0.059
H (4.109, -2.118, -1.001)  -0.087
H (-3.409, 0.455, -2.384)  0.093
H (-2.642, -4.092, -1.353)  0.101
H (-3.683, -5.595, -0.880)  0.103
H (-1.961, -5.420, -0.135)  0.099
H (-3.198, 5.668, 0.452)  -0.015
H (2.776, -7.322, 2.373)  0.108
H (-5.696, 10.988, 2.974)  0.060
H (1.374, -6.108, 1.980)  0.086
H (2.694, -1.553, 5.151)  0.154
H (9.075, -4.843, 1.200)  0.077
H (-4.529, 10.010, 2.046)  -0.003
H (-3.000, -1.685, 0.815)  0.124
H (2.994, -5.968, 0.050)  0.109
H (2.719, -5.661, 3.317)  0.089
H (-0.794, -2.599, -0.255)  0.120
H (6.707, -4.158, 1.654)  0.079
H (-2.657, -2.586, 2.465)  0.132
H (-3.628, 1.885, -0.407)  0.117
H (6.704, -5.039, 3.112)  0.129
H (-1.905, 0.080, 0.276)  0.066
H (-0.809, 2.290, -1.548)  0.104
H (-3.087, 3.296, -1.290)  0.093
H (-2.001, 3.538, -5.014)  0.090
H (-3.614, 3.694, -4.299)  0.089
H (-2.166, 3.980, -3.312)  0.070
H (4.376, -3.969, -1.383)  0.125
H (2.585, -3.205, -1.237)  0.008
H (-0.209, 0.315, -0.181)  0.044
H (-4.561, -3.517, 0.554)  -0.083
H (-2.721, -5.739, 2.142)  0.127
H (-2.943, 1.310, -4.598)  -0.194
H (-1.391, -0.158, -1.406)  0.066
H (-5.533, 12.776, 1.066)  0.057
H (-4.634, -5.658, 1.960)  0.041
H (-1.521, 1.561, -3.603)  0.088
H (12.315, -3.788, -0.359)  0.118
H (4.562, -6.145, 1.102)  0.088
H (-1.296, 2.495, 0.124)  0.104
H (9.072, -5.763, 2.723)  0.105
H (8.830, -4.013, 2.741)  0.101
H (-3.641, -4.431, 3.139)  0.109
H (-0.651, -4.030, 0.969)  0.136

=====

- What is the formula in the third record?
  C20H45AlB3Br5CaCl2CsO12P